Molecular formula: C2H3ClN2O
Method: DFT, ωB97M-V/def2-TZVPD

As for the spin multiplicity: 1. The value obtained for the max |F| is 6.0 eV Å⁻¹. For the LUMO energy, the calculation gives 0.36 eV.

The geometry in XYZ format:
```
9
Properties=species:S:1:pos:R:3:forces:R:3
O 0.018582 -1.189604 -0.340416 -0.345 -1.181 0.271
H -0.398233 1.114426 1.800182 -1.329 2.268 3.636
H 0.316027 0.223096 -1.886247 1.698 -0.934 2.009
C -0.098570 0.664304 0.977049 -1.022 -5.078 -3.093
H 1.851449 -0.432077 -0.695897 -1.052 0.211 -1.357
Cl -2.405011 -0.428618 0.189656 0.035 0.138 -0.004
N 0.647432 0.955090 0.059733 1.339 1.911 -0.359
N -0.700667 -0.778186 0.723420 -0.140 1.547 1.598
C 0.768992 -0.128430 -0.827481 0.815 1.118 -2.702
```
Forces are in eV/Å.

Molecular formula: C53H61AlN4O2P2
Method: DFT, ωB97M-V/def2-TZVPD

As for the spin multiplicity: 1. The value obtained for the max |F| is 0.2 eV Å⁻¹. For the LUMO energy, the calculation gives 0.42 eV.

The geometry in XYZ format:
```
123
Properties=species:S:1:pos:R:3:forces:R:3
H -2.408090 0.869284 -3.348779 0.005 0.006 -0.006
H -0.994466 -1.673517 2.183066 0.030 0.044 0.004
H 4.536208 -2.855941 -0.090310 0.010 0.008 0.002
H -3.470583 5.667128 2.797128 -0.002 0.002 0.000
C -1.331046 5.049275 0.677104 -0.005 0.006 0.005
N -0.076512 -1.512680 -0.263710 -0.106 0.003 0.039
H -4.353071 0.104280 3.513612 0.000 0.006 0.002
C -0.757462 -2.640137 1.768898 0.022 0.039 -0.025
H -4.780478 -3.298420 -1.638680 0.002 0.003 0.001
H -3.464571 -1.952886 1.415054 0.010 -0.002 0.008
H -1.900995 4.355662 6.014363 0.000 0.000 0.000
C -2.884763 -4.424207 -4.197743 -0.021 -0.002 0.003
H 4.142529 -5.419484 -4.333204 0.001 0.000 0.000
C -1.470442 3.611882 5.356548 -0.001 0.007 -0.008
C -1.967427 2.363027 0.560781 0.002 0.011 -0.030
H -0.633233 5.043121 3.990307 0.001 0.000 -0.005
H -5.005394 -4.258393 -3.914228 0.000 0.000 0.000
C -3.749830 0.198219 1.445024 -0.014 0.007 -0.030
H -0.994394 0.745703 -2.305941 -0.021 0.019 -0.007
H -3.120653 1.333938 3.200551 -0.026 -0.004 -0.025
H 4.086702 -1.805638 1.262886 -0.006 -0.007 -0.001
H -1.260770 0.257650 4.990071 0.003 -0.021 0.003
H 5.723629 2.060220 1.758377 -0.001 0.002 0.000
C -0.761052 3.993905 4.227165 0.002 0.008 0.011
H -2.187678 1.941598 6.495847 0.000 -0.002 0.000
C 1.738094 3.435658 -3.265906 0.004 -0.010 -0.006
C 4.023800 3.364814 -4.342161 0.006 -0.003 -0.004
C -2.881862 3.292332 1.045449 0.001 -0.010 0.015
H -3.400265 6.630622 1.322595 0.000 0.000 -0.002
C -4.025504 -4.092438 -3.485968 0.009 -0.005 -0.020
C -0.373853 -2.653442 0.461325 0.022 -0.014 0.019
H 3.610514 2.955590 2.583755 0.003 -0.002 -0.002
C 3.386869 2.049619 -2.282909 0.006 -0.011 0.018
H 2.835179 -2.513714 0.250654 -0.009 0.012 -0.015
C 0.040960 -1.837212 -1.579259 0.114 0.008 0.008
C 0.829933 3.073724 -2.293027 -0.015 -0.015 -0.004
C -4.345939 0.957752 -1.480563 0.001 0.026 0.016
N 0.201147 0.761719 2.724042 -0.012 -0.095 -0.035
H 0.332467 3.347824 2.508965 -0.014 0.008 -0.007
C -2.926136 0.413512 -1.317270 -0.014 0.014 -0.004
C 3.045209 2.944869 -3.279700 -0.021 0.010 -0.002
C 1.066051 -3.964334 -2.472433 0.016 0.000 0.029
H 3.623063 3.186112 -5.341616 0.000 -0.001 -0.001
C -3.566273 5.624838 1.708945 0.002 0.004 0.007
H -0.172790 3.476131 -2.330199 0.009 0.009 -0.005
O 0.273526 -1.074000 -2.493027 0.022 -0.026 -0.005
H 0.832702 -2.710313 -4.196635 -0.003 -0.005 0.002
C -2.642224 -3.344516 -1.668082 -0.009 0.019 -0.020
H -3.859148 2.953803 1.374159 0.001 -0.002 0.014
C -0.361931 1.678664 3.648165 -0.013 0.023 0.009
H 0.977122 -0.349464 5.213564 0.002 0.015 0.007
H -2.679176 -0.373048 3.230382 0.013 -0.004 0.012
H 4.257111 4.429136 -4.270118 -0.001 0.000 0.001
H 4.179721 -2.174906 -2.412831 -0.013 -0.004 -0.013
H 2.766302 -3.650021 -5.389174 0.002 -0.003 0.000
C 1.851701 -4.946642 -1.881688 0.002 0.011 0.010
C 1.180232 2.192877 -1.257071 -0.008 0.017 0.006
C -4.226753 -1.222329 1.132438 0.006 -0.018 -0.016
H -4.538509 0.904218 1.172596 -0.024 -0.003 -0.006
H -1.065224 6.100426 0.717132 -0.002 0.000 0.003
H -4.386625 2.012219 -1.193381 -0.002 -0.003 -0.003
Al 0.411709 0.142813 0.704999 0.170 0.022 0.073
C -2.585682 4.645441 1.124911 0.003 -0.003 -0.009
H -2.567956 -2.927920 -0.669698 0.003 0.002 0.003
H 3.118860 3.252308 0.910524 0.005 0.005 -0.006
H 2.061968 2.343569 1.997682 0.023 0.002 -0.017
C 3.903142 -0.885997 -0.720310 0.021 0.026 0.055
H 4.916679 -0.478701 -0.706634 0.009 -0.005 -0.001
H 0.599343 -2.519342 5.740636 0.003 0.001 -0.001
P -2.261637 0.584183 0.421711 -0.037 -0.019 -0.048
C -2.023961 1.088586 -2.349667 -0.002 0.004 0.020
C 3.838605 -2.081752 0.236072 0.009 -0.021 0.007
C -3.456276 0.333346 2.932142 -0.021 0.032 -0.019
H 4.959339 2.812535 -4.253337 0.000 0.000 0.001
H -5.093402 0.415448 -0.903315 -0.001 0.013 0.006
H -2.969194 -4.856183 -5.186690 0.002 -0.002 0.000
C -3.898472 -3.553910 -2.213181 0.008 0.003 0.036
C -0.370010 -3.672473 2.682600 0.038 -0.019 0.022
C 3.283709 -5.013829 -3.813924 0.001 -0.010 0.019
H -4.457232 -1.365272 0.075702 -0.002 -0.017 0.029
C 2.951965 -5.470365 -2.548257 0.013 0.002 -0.020
H -0.751473 -4.492885 -4.222057 0.001 0.005 -0.004
C 1.410888 -3.503440 -3.742937 -0.009 0.017 -0.014
C 2.509503 -4.025770 -4.406804 -0.008 0.018 -0.004
N 0.272222 1.819761 -0.249313 -0.003 -0.043 -0.025
H 0.571813 4.497753 -0.114291 0.000 -0.010 -0.002
C 0.758680 -0.392838 3.060669 -0.064 0.014 -0.042
H 1.617477 -5.289048 -0.883204 -0.009 0.003 -0.001
H -5.130849 -1.441330 1.705016 0.007 -0.009 0.005
H -2.924592 -0.662665 -1.516881 0.004 0.001 0.004
C 0.502325 -2.304834 4.678690 0.002 0.029 0.007
C 3.577959 -1.301176 -2.150407 0.006 0.000 0.004
H 0.327014 -4.410361 4.485552 -0.005 -0.004 0.000
H 3.792962 -0.508675 -2.865945 -0.016 -0.018 -0.005
C -0.401868 4.143103 0.199447 0.013 0.011 0.008
C 3.099763 2.521028 1.721910 -0.009 -0.012 0.023
H -2.048190 2.172135 -2.214395 -0.008 -0.003 -0.004
H 3.552360 -6.234003 -2.070289 0.000 -0.001 -0.001
H 2.532315 -1.566184 -2.270145 -0.037 0.000 -0.001
H -4.594391 5.340610 1.481800 0.001 -0.002 0.001
C -1.625294 2.260361 5.626961 0.008 0.010 0.012
H 1.419545 4.114523 -4.050074 -0.002 0.003 0.003
C 3.794623 1.227382 1.297628 -0.045 0.028 -0.007
H -0.409635 -4.702274 2.334780 -0.013 -0.007 0.008
C 5.254116 1.500309 0.946467 0.001 -0.002 -0.020
H -0.725148 -4.572982 -0.099256 0.012 -0.010 -0.006
H 5.833169 0.588832 0.802631 0.000 -0.002 0.001
C -0.687243 2.773542 0.142038 -0.016 0.011 0.011
O 1.255414 -1.006463 2.055275 -0.012 -0.047 0.000
H -4.634364 0.894334 -2.532297 0.000 0.001 0.000
C -1.085248 1.302325 4.782344 0.040 -0.015 -0.010
H 5.332566 2.108409 0.041608 -0.006 0.000 -0.001
C 0.779236 -1.016706 4.384019 -0.014 -0.039 0.025
C -0.209736 3.039114 3.389236 0.001 -0.021 -0.001
H 4.385855 1.624541 -2.275404 0.000 0.010 -0.003
C -1.486098 -3.662745 -2.383606 0.009 0.003 -0.028
N -0.150468 -3.773700 -0.321586 -0.038 -0.004 0.002
P 2.794974 0.421262 -0.040182 -0.023 -0.007 -0.028
C 2.483792 1.665474 -1.291482 0.044 0.029 0.004
H 3.745479 0.518280 2.130794 0.013 0.000 0.004
C -0.125304 -3.378872 -1.729089 -0.034 0.002 -0.017
C -1.624687 -4.211877 -3.652287 0.004 -0.030 0.030
C 0.133340 -3.500398 3.927776 -0.010 0.001 -0.026
```
Forces are in eV/Å.

Molecular formula: H2O4P2
Method: DFT, ωB97M-V/def2-TZVPD

As for the spin multiplicity: 1. The value obtained for the max |F| is 3.7 eV Å⁻¹. For the LUMO energy (spin up / spin down), the calculation gives 7.06 / 7.05 eV. As for the net charge: -2.

The geometry in XYZ format:
```
8
Properties=species:S:1:pos:R:3:forces:R:3
P -1.117013 0.364878 -0.144797 -2.826 0.271 0.087
O 3.014005 0.905481 0.801817 -3.116 -1.543 -1.081
O -1.326728 1.649940 -0.846413 0.535 1.285 -0.981
P 1.017158 -0.293568 0.003198 2.602 0.613 2.511
O -1.701599 0.266721 1.241838 0.530 -0.736 -0.070
O 1.395623 -1.203686 -1.105574 0.331 -0.553 -1.421
H 0.717736 -1.157552 1.141280 0.346 0.603 -0.119
H -1.999185 -0.532216 -1.091349 1.598 0.061 1.073
```
Forces are in eV/Å.

Molecular formula: C35H26N6O11PbS4Te
Method: DFT, ωB97M-V/def2-TZVPD

As for the spin multiplicity: 1. The value obtained for the max |F| is 0.2 eV Å⁻¹. For the LUMO energy, the calculation gives -0.50 eV.

The geometry in XYZ format:
```
84
Properties=species:S:1:pos:R:3:forces:R:3
H -0.501949 -2.987948 6.583247 0.001 0.000 -0.001
S 5.486892 1.310193 -3.578036 0.067 -0.047 -0.065
O -3.539895 -5.820570 -4.551063 -0.004 0.003 -0.003
H -5.301225 -5.480762 -2.851323 0.000 0.000 0.001
O 3.344455 -0.453294 1.621401 0.005 0.000 0.008
H 3.809407 1.338391 2.921383 0.002 0.001 0.002
C 0.931386 1.718541 -2.095255 -0.008 -0.054 -0.010
H 2.966442 2.846580 -3.523592 -0.014 0.009 0.016
C -2.123300 -3.250999 -2.413600 0.024 -0.018 0.015
H 2.296956 4.963660 0.904204 -0.004 -0.005 0.002
C 1.707848 1.292613 2.617907 0.015 -0.007 0.013
C 5.602278 0.973877 -5.247030 -0.002 0.026 0.063
N -2.369025 -2.293638 0.737145 -0.052 0.038 0.009
H 0.624862 -1.699792 -3.181005 -0.009 0.005 -0.014
H 0.785742 3.111291 0.153355 -0.008 0.005 0.014
S -1.392250 -3.650118 1.081901 -0.013 -0.022 0.007
N 4.304629 6.019428 -0.478477 -0.082 0.090 -0.052
H 4.561691 -0.287421 -6.655098 0.003 0.005 0.000
C -2.009674 -2.755359 3.574575 0.004 -0.015 -0.005
C 3.624350 4.365279 -2.165813 0.003 0.002 -0.006
O -1.176019 0.029229 2.117744 0.004 0.012 -0.013
C 0.496504 1.964739 2.828677 0.001 0.005 0.011
O 5.155802 6.399945 -1.256528 0.024 -0.036 0.022
O 4.118994 6.486145 0.626656 0.028 -0.036 0.016
C -2.344479 -4.054146 -3.522858 -0.007 -0.005 0.016
C -5.957196 0.696766 1.558203 0.011 0.008 -0.013
C -3.509187 -4.993316 -3.661983 0.004 -0.002 0.005
H 4.414964 4.739887 -2.798090 0.003 0.002 0.002
H -2.784556 -3.260558 -1.553837 -0.011 0.012 -0.014
H 1.646625 4.681533 4.500357 -0.001 0.000 -0.002
C 1.805742 2.869630 -1.713941 -0.012 0.014 0.040
C -3.111352 -1.785873 1.651205 0.012 0.025 -0.011
S 1.920397 -0.305838 1.818841 -0.039 -0.039 -0.071
C 2.418201 4.495670 -0.061461 0.000 0.006 0.007
C 1.670854 3.735853 3.975071 -0.010 0.011 0.005
H -5.516551 -1.022810 2.765827 0.000 -0.002 -0.001
H -6.083439 2.344570 0.175932 0.002 0.000 -0.001
H -0.456488 3.671758 3.669560 0.002 0.005 0.002
Te 3.284573 -0.052809 -1.492562 0.004 -0.058 -0.175
H 0.805562 -4.435487 2.772869 0.000 -0.003 0.002
O 1.256872 -0.141447 0.476523 0.027 0.100 0.006
C -1.793793 -2.576760 4.929081 0.005 0.006 -0.004
H 3.798582 3.506887 4.113570 0.002 -0.002 -0.001
H -6.878189 0.928047 2.076353 0.000 0.001 -0.002
H -1.574696 -4.639051 -5.422265 -0.001 0.000 0.000
C 3.869531 -0.392205 -4.555419 0.023 -0.029 -0.054
Pb -0.992774 -0.257589 -0.367597 -0.003 -0.060 0.000
H -3.953172 1.724577 -0.950629 -0.002 0.002 0.003
C -5.189811 -0.388965 1.952797 -0.004 -0.009 -0.006
O 1.498968 0.529240 -2.280774 -0.005 -0.012 -0.017
O 1.276973 -1.294410 2.634820 0.015 -0.006 0.019
H 3.080667 -1.125112 -4.652384 0.009 -0.009 0.011
C -1.420227 -4.005661 -4.559013 0.010 -0.002 -0.005
C 4.665701 0.062384 -5.638274 0.008 -0.049 0.000
N -4.506741 -4.873552 -2.749015 -0.003 -0.002 -0.006
C -5.525551 1.479059 0.502940 -0.012 -0.009 0.015
H 1.156187 -4.213231 5.211022 -0.001 0.001 0.001
O -0.270740 1.824219 -2.215409 -0.018 0.013 0.068
C 2.881529 1.864229 3.092803 -0.007 0.008 -0.010
C 4.197940 0.195149 -3.364280 -0.012 0.087 0.176
C 2.811276 3.318025 -2.561665 -0.026 0.003 -0.003
H 0.404991 -3.091001 -5.237422 -0.001 0.005 0.001
H -3.635259 -1.534870 3.564641 -0.003 0.006 -0.004
O -1.072648 1.994198 0.771272 -0.010 0.016 -0.066
C 0.261979 -3.810445 4.755987 0.000 0.003 0.000
H -2.504747 -2.008369 5.517861 0.001 -0.001 0.000
C 0.490580 3.175716 3.510035 -0.006 -0.006 -0.007
C 3.417986 4.921686 -0.916311 0.025 -0.025 0.009
C -0.663945 -3.121758 5.522236 -0.001 -0.002 0.001
H -4.548316 -4.128462 -2.080081 0.003 -0.004 0.003
N -3.157268 -2.183893 2.958025 -0.001 -0.002 -0.002
S -1.097320 1.501151 2.166858 -0.035 0.002 0.054
H 6.359385 1.447453 -5.851245 -0.017 0.006 -0.018
C 0.061294 -3.951178 3.391166 0.002 0.007 -0.001
C -0.334622 -3.157094 -4.451679 -0.003 -0.016 0.005
C 2.868875 3.079856 3.761222 0.010 -0.005 0.002
O -2.096851 2.115729 2.996042 0.010 -0.006 0.009
C 1.590778 3.465947 -0.476424 0.013 0.008 -0.022
C -1.087503 -3.447314 2.807840 0.003 0.007 -0.003
C -4.013891 -0.654164 1.268111 0.003 -0.021 -0.022
N -3.612766 0.084009 0.231863 0.020 0.004 0.078
C -0.206451 -2.385951 -3.306460 0.045 0.031 0.021
C -4.342309 1.132171 -0.130635 0.018 0.009 -0.004
N -1.079113 -2.432093 -2.300593 -0.020 0.016 -0.048
```
Forces are in eV/Å.

Molecular formula: C7H7F10NO5S2
Method: DFT, ωB97M-V/def2-TZVPD

As for the spin multiplicity: 1. The value obtained for the max |F| is 0.6 eV Å⁻¹. For the LUMO energy, the calculation gives -0.26 eV.

The geometry in XYZ format:
```
32
Properties=species:S:1:pos:R:3:forces:R:3
H -1.793971 -0.124679 1.844156 0.013 -0.021 0.014
S 0.774903 1.034449 -1.067810 0.094 0.262 -0.111
H -2.952908 2.074604 4.717307 0.000 -0.023 -0.001
O 1.818472 -2.375496 -0.510099 -0.016 0.065 0.123
H -1.604355 1.949870 5.877987 0.004 -0.016 -0.002
H 4.075199 -1.361749 -0.299131 -0.020 0.128 -0.068
H -1.462201 1.611221 2.023136 0.008 -0.013 -0.020
F 0.796219 0.144476 -3.486167 -0.089 -0.065 -0.079
F -0.931857 1.360747 -2.939822 -0.018 0.121 -0.026
H -1.356720 2.801206 4.331934 0.003 0.000 0.007
C -1.872759 1.976820 4.824078 -0.012 0.060 0.007
C -0.147835 0.353674 -2.558612 0.214 -0.104 0.235
H -3.056816 0.943067 2.511690 0.002 -0.021 0.030
F -0.179701 -2.003605 -2.569002 0.085 -0.172 0.139
O -2.202556 -0.639775 4.683201 -0.032 -0.015 0.012
C -1.976559 -1.132039 -1.290910 0.039 0.236 -0.053
C -1.984403 0.756563 2.451465 -0.034 0.058 -0.042
O 1.912576 1.675991 -1.611830 -0.071 0.106 0.047
O 1.215297 -0.249087 -0.236953 -0.181 -0.495 -0.327
C 2.146825 -1.248468 -0.602801 0.029 0.201 -0.031
F -1.354689 -1.641613 -0.237635 0.189 0.034 0.080
F -1.763121 -0.925917 -3.606345 0.046 -0.030 -0.061
O -0.170697 1.697211 -0.249999 -0.037 -0.111 0.096
C -1.003344 -0.956773 -2.496100 -0.203 0.204 0.005
F 3.453684 -1.883582 -2.892946 0.016 0.036 0.032
F -2.965618 -1.941174 -1.630325 -0.083 -0.165 -0.093
S -1.346473 0.421253 4.094272 0.050 -0.010 0.002
C 3.964446 -0.844458 -2.208567 -0.189 -0.055 0.105
N 3.462361 -0.769172 -0.859147 0.144 -0.212 -0.015
F 3.709990 0.244956 -2.909629 -0.004 0.029 -0.030
F -2.488252 0.056530 -0.964232 -0.032 0.012 0.007
F 5.284864 -1.005050 -2.131164 0.087 -0.022 0.018
```
Forces are in eV/Å.

Record order is preserved below.
E_tot: -722.81325; -3351.06376; -984.77314; -4559.18390; -2496.89114 Ha